{"formula": "H2N2O3", "method": "the ωB97M-V functional and the def2-TZVPD basis", "total_charge": 0, "e_tot_ha": -336.22969, "largest_force_ev_per_a": 3.65, "smiles": "O=NN=O.O", "e_above_lowest_kj_mol": 92.9, "species": ["N", "N", "O", "O", "O", "H", "H"], "positions_angstrom": [[1.3616, 2.5953, -0.8274], [2.1382, 1.7889, -0.8050], [0.3476, 3.1095, -0.5214], [3.1237, 1.1542, -0.9635], [0.1747, 0.0182, 0.2038], [0.0364, -0.9592, -0.1234], [-0.3590, 0.5904, -0.3452]], "atomic_forces_ev_per_a": [[2.02, -0.70, -0.63], [-0.38, -0.16, 0.36], [-3.16, 1.69, 0.69], [1.63, -0.91, -0.43], [0.10, -3.00, -0.54], [0.28, 3.13, 0.81], [-0.48, -0.05, -0.27]]}